{"formula": "C3H5FS2", "method": "ωB97M-V/def2-TZVPD", "molar_mass_g_mol": 124.2, "homo_energy_ev": -8.665, "total_energy_ha": -1013.4981, "e_above_lowest_kj_mol": 76.7, "gap_ev": 8.5, "elements": ["C", "C", "C", "H", "H", "H", "H", "H", "F", "S", "S"], "coordinates": [[1.223806, 0.297715, -0.411840], [0.612509, -0.802458, 0.292722], [-1.908291, 0.298168, 0.218626], [2.169705, 0.522082, 0.049580], [1.272103, 0.195275, -1.530914], [0.715825, -0.549589, 1.386016], [1.126624, -1.765995, -0.021692], [-1.275588, 0.947951, 0.719275], [0.583598, 1.517680, -0.182107], [-1.046133, -1.016857, -0.334727], [-3.474156, 0.356030, -0.184943]], "forces_ev_per_angstrom": [[1.8, 2.0, -1.8], [-0.2, -1.3, 0.9], [-1.4, -0.9, -1.0], [1.0, -0.4, -0.4], [0.1, -0.1, 1.1], [-0.5, -0.9, -0.9], [-0.4, 1.1, 0.8], [0.4, 1.8, 1.3], [-0.8, 0.2, 0.0], [0.1, -2.1, -0.4], [-0.2, 0.6, 0.3]]}